52
Properties=species:S:1:pos:R:3:mulliken_charge:R:1 method="wB97M-V/def2-TZVPD" total_energy_ha=-1436.146240 lumo_ev=0.564 relative_energy_kj_mol=7.8 gap_ha=0.369
C -1.878 -2.612 -1.503 -1.82
C -2.236 -1.891 -0.208 0.31
N -1.239 -0.873 0.083 -0.01
C -0.632 -0.760 1.288 0.52
O -0.870 -1.507 2.212 -0.67
C 0.397 0.353 1.349 -0.96
C 1.683 -0.078 0.636 -0.39
C 2.750 1.013 0.708 -1.16
C 4.019 0.683 -0.086 0.77
C 4.915 1.921 -0.184 -0.99
C 6.179 1.627 -0.987 -0.69
C 6.957 0.479 -0.355 -0.68
C 6.075 -0.762 -0.257 -0.78
C 4.811 -0.463 0.544 -0.85
C -3.609 -1.249 -0.191 0.31
C -4.330 -0.967 -1.345 -0.30
C -5.562 -0.337 -1.263 -0.88
C -6.062 0.011 -0.027 0.40
S -7.623 0.859 0.068 1.25
N -7.100 2.465 0.018 -0.52
O -8.381 0.614 -1.125 -0.66
O -8.226 0.630 1.348 -0.66
C -5.364 -0.257 1.133 -0.84
C -4.137 -0.889 1.048 -0.60
H -0.926 -3.123 -1.381 0.43
H -1.785 -1.911 -2.330 0.37
H -2.639 -3.349 -1.745 0.40
H -2.176 -2.595 0.631 0.49
H -1.055 -0.193 -0.637 0.32
H 0.614 0.556 2.398 0.38
H -0.002 1.259 0.890 0.35
H 1.466 -0.303 -0.411 0.31
H 2.049 -0.992 1.105 0.21
H 2.326 1.941 0.314 0.36
H 3.015 1.191 1.752 0.37
H 3.728 0.388 -1.101 0.32
H 4.364 2.740 -0.652 0.40
H 5.193 2.241 0.824 0.32
H 6.803 2.522 -1.033 0.35
H 5.903 1.358 -2.009 0.33
H 7.847 0.259 -0.948 0.33
H 7.284 0.770 0.646 0.31
H 6.628 -1.576 0.216 0.37
H 5.798 -1.087 -1.263 0.33
H 4.196 -1.363 0.593 0.34
H 5.087 -0.189 1.565 0.28
H -3.945 -1.241 -2.314 0.30
H -6.148 -0.120 -2.141 0.45
H -7.306 2.947 0.878 0.27
H -7.485 2.952 -0.774 0.27
H -5.799 0.016 2.081 0.45
H -3.573 -1.110 1.942 0.49

51
Properties=species:S:1:pos:R:3:mulliken_charge:R:1 method="wB97M-V/def2-TZVPD" total_energy_ha=-2151.851861 lumo_ev=-4.217 gap_ha=0.223 charge=+1
Sc 0.006 -0.076 0.084 0.93
C -0.439 -0.274 2.847 -0.46
C 0.930 -0.472 2.666 -0.45
C 1.386 -1.601 1.981 -0.64
C 0.471 -2.531 1.485 -0.45
C -0.898 -2.281 1.580 -0.42
C -1.354 -1.148 2.259 -0.66
H -0.787 0.539 3.465 0.84
H 1.639 0.212 3.114 0.45
H 2.448 -1.791 1.897 0.45
H 0.820 -3.455 1.052 0.84
H -1.607 -2.998 1.187 0.45
H -2.417 -0.987 2.390 0.45
C 2.110 -1.937 -3.712 -1.00
Si 0.502 -1.997 -2.786 -0.07
C 0.662 -3.416 -1.578 -1.13
C -0.944 -2.393 -3.881 -1.00
N 0.226 -0.504 -1.870 -0.08
C 0.122 0.740 -2.607 0.87
C 0.229 0.807 -3.990 -0.28
C 0.123 2.009 -4.679 -1.20
C -0.097 3.174 -3.975 -1.18
C -0.204 3.120 -2.591 -0.29
C -0.097 1.927 -1.890 0.91
N -0.208 1.851 -0.449 -0.10
Si -0.485 3.345 0.463 -0.10
C -0.716 2.883 2.259 -1.13
C 0.983 4.478 0.386 -1.00
C -2.055 4.187 -0.058 -0.99
H 2.335 -2.942 -4.082 0.36
H 2.921 -1.640 -3.042 0.31
H 2.120 -1.259 -4.564 0.39
H 0.782 -4.338 -2.152 0.46
H -0.223 -3.548 -0.950 0.28
H 1.552 -3.317 -0.954 0.26
H -0.825 -3.411 -4.263 0.36
H -1.057 -1.729 -4.736 0.37
H -1.875 -2.357 -3.310 0.32
H 0.398 -0.090 -4.561 0.21
H 0.211 2.021 -5.757 0.41
H -0.186 4.123 -4.486 0.41
H -0.380 4.042 -2.060 0.22
H 0.149 2.358 2.676 0.27
H -1.619 2.285 2.402 0.28
H -0.846 3.794 2.846 0.46
H 1.898 3.946 0.661 0.32
H 0.838 5.287 1.108 0.36
H 1.146 4.930 -0.590 0.36
H -2.893 3.486 -0.039 0.31
H -2.016 4.629 -1.052 0.39
H -2.273 4.988 0.655 0.36